ORCA calculation (ωB97M-V with the def2-TZVPD basis set) on 6 unconnected molecules or ions with the total composition C27H68FN6O9P in a non-equilibrium geometry.

Each atom is followed by the atoms it is bonded to, with distances in Å.
CARTESIAN COORDINATES (ANGSTROEM)
1 N -8.3569 3.2372 -3.4563  P2 1.556, H15 1.026
2 P -7.2496 2.3368 -4.0766  N1 1.556, O3 1.662, O4 1.646, C5 1.855
3 O -7.9071 0.8773 -4.5228  P2 1.662, H16 0.974
4 O -6.5810 2.9721 -5.4401  P2 1.646, H17 0.975
5 C -5.8269 1.9527 -2.9506  P2 1.855, C6 1.550, C13 1.590, H18 1.116
6 C -6.0981 1.6745 -1.4496  C5 1.550, C7 1.556, H19 1.111, H20 1.108
7 C -4.6449 1.9244 -0.9526  C6 1.556, C8 1.544, O12 1.439, H21 1.117
8 C -4.2697 1.6401 0.5179  C7 1.544, C9 1.575, H22 1.115, H23 1.110
9 C -2.8294 1.0022 0.5015  C8 1.575, C10 1.552, H24 1.112, H25 1.121
10 C -2.8930 -0.5323 0.2805  C9 1.552, F11 1.416, H26 1.112, H27 1.114
11 F -2.9940 -0.8607 -1.0927  C10 1.416
12 O -4.3418 3.2081 -1.5290  C7 1.439, C13 1.382
13 C -4.7231 3.0926 -2.8520  C5 1.590, O12 1.382, O14 1.159
14 O -4.2903 3.6983 -3.7407  C13 1.159
15 H -9.2037 2.6583 -3.4909  N1 1.026
16 H -7.1943 0.2784 -4.8094  O3 0.974
17 H -5.8128 2.4126 -5.6579  O4 0.975
18 H -5.4460 0.9756 -3.3316  C5 1.116
19 H -6.7606 2.4704 -1.0470  C6 1.111
20 H -6.5595 0.7120 -1.1513  C6 1.108
21 H -4.0615 1.2293 -1.6033  C7 1.117
22 H -4.9557 0.9268 1.0314  C8 1.115
23 H -4.1607 2.6110 1.0447  C8 1.110
24 H -2.2931 1.1859 1.4584  C9 1.112
25 H -2.1932 1.4221 -0.3201  C9 1.121
26 H -1.9668 -1.0341 0.6371  C10 1.112
27 H -3.7313 -1.0011 0.8443  C10 1.114
28 C 1.7886 2.4080 -4.5338  O29 1.418, H34 1.093, H35 1.092, H36 1.092
29 O 2.1392 2.4749 -3.1614  C28 1.418, C30 1.418
30 C 1.7846 3.6900 -2.5212  O29 1.418, C31 1.538, H37 1.094, H38 1.097
31 C 0.3220 3.7535 -2.0502  C30 1.538, C32 1.526, N33 1.467, H39 1.095
32 C -0.6737 4.0104 -3.1776  C31 1.526, H40 1.091, H41 1.091, H42 1.093
33 N -0.0668 2.5297 -1.3397  C31 1.467, H43 1.018, H44 1.019
34 H 1.8748 3.3799 -5.0268  C28 1.093
35 H 0.7780 2.0117 -4.6525  C28 1.092
36 H 2.4737 1.7115 -5.0210  C28 1.092
37 H 2.4247 3.7505 -1.6357  C30 1.094
38 H 2.0446 4.5496 -3.1516  C30 1.097
39 H 0.2417 4.5934 -1.3528  C31 1.095
40 H -0.8457 3.1256 -3.7918  C32 1.091
41 H -1.6416 4.3032 -2.7673  C32 1.091
42 H -0.3308 4.8181 -3.8286  C32 1.093
43 H 0.5412 2.4153 -0.5313  N33 1.018
44 H 0.1776 1.7414 -1.9368  N33 1.019
45 C 0.7590 -1.8784 2.4369  O46 1.415, H51 1.094, H52 1.093, H53 1.092
46 O 1.4494 -0.8785 1.7109  C45 1.415, C47 1.421
47 C 2.8429 -1.1117 1.5549  O46 1.421, C48 1.538, H54 1.094, H55 1.097
48 C 3.2025 -2.0619 0.3995  C47 1.538, C49 1.526, N50 1.465, H56 1.095
49 C 2.9518 -3.5326 0.7198  C48 1.526, H57 1.091, H58 1.092, H59 1.093
50 N 2.4849 -1.7150 -0.8302  C48 1.465, H60 1.018, H61 1.018
51 H 1.3748 -2.3054 3.2338  C45 1.094
52 H 0.4083 -2.6668 1.7668  C45 1.093
53 H -0.1200 -1.4158 2.8899  C45 1.092
54 H 3.2788 -0.1335 1.3332  C47 1.094
55 H 3.2887 -1.4421 2.5014  C47 1.097
56 H 4.2752 -1.9513 0.2117  C48 1.095
57 H 1.8931 -3.7925 0.6848  C49 1.091
58 H 3.4583 -4.1682 -0.0089  C49 1.092
59 H 3.3357 -3.7904 1.7101  C49 1.093
60 H 2.7307 -0.7629 -1.0947  N50 1.018
61 H 1.4958 -1.6519 -0.5966  N50 1.018
62 C 7.1125 -0.9900 3.7530  O63 1.417, H68 1.094, H69 1.092, H70 1.091
63 O 5.7709 -0.6903 4.0986  C62 1.417, C64 1.420
64 C 5.1928 -1.5836 5.0393  O63 1.420, C65 1.539, H71 1.095, H72 1.098
65 C 5.5412 -1.2720 6.5056  C64 1.539, C66 1.526, N67 1.466, H73 1.095
66 C 6.9504 -1.7021 6.9012  C65 1.526, H74 1.090, H75 1.091, H76 1.093
67 N 5.3763 0.1524 6.8119  C65 1.466, H77 1.017, H78 1.018
68 H 7.3007 -2.0671 3.7355  C62 1.094
69 H 7.8043 -0.4959 4.4380  C62 1.092
70 H 7.2971 -0.5902 2.7549  C62 1.091
71 H 4.1101 -1.4728 4.9202  C64 1.095
72 H 5.4281 -2.6244 4.7813  C64 1.098
73 H 4.8437 -1.8382 7.1310  C65 1.095
74 H 7.7158 -1.0296 6.5130  C66 1.090
75 H 7.0517 -1.7041 7.9878  C66 1.091
76 H 7.1682 -2.7118 6.5448  C66 1.093
77 H 4.4092 0.4159 6.6394  N67 1.017
78 H 5.8967 0.6768 6.1113  N67 1.018
79 C -4.9604 -0.7567 4.2828  O80 1.418, H85 1.093, H86 1.092, H87 1.091
80 O -5.6992 -0.5774 3.0860  C79 1.418, C81 1.420
81 C -6.6211 -1.6188 2.7988  O80 1.420, C82 1.539, H88 1.095, H89 1.097
82 C -7.9680 -1.4993 3.5332  C81 1.539, C83 1.526, N84 1.466, H90 1.094
83 C -7.8997 -1.9117 5.0004  C82 1.526, H91 1.090, H92 1.091, H93 1.093
84 N -8.5160 -0.1419 3.4468  C82 1.466, H94 1.017, H95 1.018
85 H -4.7355 -1.8098 4.4721  C79 1.093
86 H -5.4947 -0.3248 5.1310  C79 1.092
87 H -4.0189 -0.2146 4.1781  C79 1.091
88 H -6.8171 -1.5450 1.7242  C81 1.095
89 H -6.1582 -2.6002 2.9636  C81 1.097
90 H -8.6671 -2.1810 3.0386  C82 1.094
91 H -7.4235 -1.1547 5.6244  C83 1.090
92 H -8.9055 -2.0614 5.3960  C83 1.091
93 H -7.3518 -2.8495 5.1205  C83 1.093
94 H -8.6530 0.0963 2.4673  N84 1.017
95 H -7.7876 0.5012 3.7508  N84 1.018
96 C 6.6953 -1.0680 -6.6262  O97 1.416, H102 1.094, H103 1.092, H104 1.091
97 O 5.3542 -0.7781 -6.2756  C96 1.416, C98 1.419
98 C 4.7811 -1.6684 -5.3303  O97 1.419, C99 1.539, H105 1.094, H106 1.098
99 C 5.1270 -1.3537 -3.8646  C98 1.539, C100 1.526, N101 1.466, H107 1.095
100 C 6.5377 -1.7794 -3.4685  C99 1.526, H108 1.091, H109 1.092, H110 1.093
101 N 4.9557 0.0694 -3.5589  C99 1.466, H111 1.018, H112 1.018
102 H 6.8918 -2.1438 -6.6404  C96 1.094
103 H 7.3868 -0.5663 -5.9459  C96 1.092
104 H 6.8721 -0.6712 -7.6270  C96 1.091
105 H 3.6988 -1.5612 -5.4498  C98 1.094
106 H 5.0206 -2.7089 -5.5851  C98 1.098
107 H 4.4306 -1.9210 -3.2385  C99 1.095
108 H 7.3019 -1.1053 -3.8575  C100 1.091
109 H 6.6390 -1.7801 -2.3814  C100 1.092
110 H 6.7583 -2.7891 -3.8237  C100 1.093
111 H 3.9865 0.3266 -3.7326  N101 1.018
112 H 5.4733 0.5962 -4.2599  N101 1.018

Summary:
Spin multiplicity ... 1
Orbital gap ... 9.2 eV
SMILES ... N=P(O)(O)[C@@H]1C[C@H](CCCF)OC1=O.COC[C@@H](C)N.COC[C@@H](C)N.COC[C@@H](C)N.COC[C@@H](C)N.COC[C@@H](C)N